[1]
DFT (wB97M-V/def2-TZVPD) results for one molecule with the formula C17H22N6O2 in a non-equilibrium geometry.

Properties
Relative energy (zero: lowest compared OMol25 entry of this formula, charge and spin) ... 0.0 kcal per mole
Highest occupied orbital energy ... -7.60 eV
Net charge ... 0
Structure (SMILES) ... CCNc1nc2c(N)nc(OCCOC)nc2n1Cc1ccccc1
Spin multiplicity ... 1
Total energy ... -1140.02523 a.u.
Kohn-Sham gap ... 8.160 eV

CARTESIAN COORDINATES (ANGSTROEM)
C 0.50489 3.41892 -4.53043
C 1.27223 2.30840 -3.81949
N 0.47939 1.77461 -2.68400
C 0.93357 0.69670 -1.95792
N 2.14492 0.23442 -2.00365
C 2.12956 -0.91887 -1.20061
C 3.08340 -1.81538 -0.78075
N 4.34561 -1.64179 -1.17438
N 2.89280 -2.67794 0.16989
C 1.66350 -2.83519 0.62753
O 1.49811 -3.90683 1.45819
C 0.14605 -4.12318 1.95285
C -0.19379 -3.06582 3.03483
O -1.15865 -3.62683 3.96990
C -1.70823 -2.61922 4.80093
N 0.66827 -2.01525 0.31126
C 0.90034 -1.06488 -0.57968
N 0.13038 -0.03794 -1.06773
C -1.30659 0.06423 -0.82652
C -1.67507 1.31471 -0.11396
C -0.85249 1.76634 0.94036
C -1.19919 2.90282 1.66532
C -2.40970 3.53826 1.38782
C -3.17142 3.16754 0.26540
C -2.81339 2.05165 -0.52161
H -0.47537 3.08753 -4.87644
H 0.41613 4.23183 -3.84511
H 1.12885 3.74338 -5.32469
H 1.54578 1.50390 -4.54690
H 2.22386 2.68976 -3.42881
H -0.40213 2.21858 -2.41346
H 4.95684 -1.90345 -0.41124
H 4.45922 -0.71572 -1.57754
H 0.08104 -5.16177 2.41852
H -0.60911 -4.14001 1.12759
H -0.62693 -2.16211 2.61022
H 0.69439 -2.80064 3.63550
H -2.38390 -3.10426 5.52500
H -0.92795 -2.05279 5.33390
H -2.29273 -1.93323 4.20001
H -1.63327 -0.82216 -0.22186
H -1.80938 -0.00116 -1.80689
H 0.11086 1.28826 1.20042
H -0.55269 3.21069 2.48619
H -2.68355 4.44661 1.93137
H -4.04076 3.70429 -0.02151
H -3.48374 1.78301 -1.31788

Forces on atoms 1 to 3 (eV/Å):
0.20 -1.09 0.86
-0.15 -0.63 0.22
-0.25 -0.44 -0.03

Atom charges from the natural (NBO) analysis, given in e for atoms 1 to 4:
1. C -0.61
2. C -0.19
3. N -0.63
4. C 0.57


[2]
DFT (wB97M-V/def2-TZVPD) results for one molecule with the formula C2H4NO2P in a non-equilibrium geometry.

Properties
Relative energy (zero: lowest compared OMol25 entry of this formula, charge and spin) ... 150.7 kcal per mole
Highest occupied orbital energy ... -8.60 eV
Net charge ... 0
Spin multiplicity ... 1
Total energy ... -624.99108 a.u.
Kohn-Sham gap ... 8.461 eV

CARTESIAN COORDINATES (ANGSTROEM)
C -0.67269 -0.66128 0.11297
C -0.74829 0.87299 -0.22944
N 1.63685 -0.67105 -0.41980
O 0.49152 -1.35652 -0.43252
O 1.88715 -0.06577 1.02350
P 1.81333 1.01482 -0.20132
H -0.72755 -0.68913 1.24004
H -1.52269 -1.21858 -0.28450
H -0.77758 1.26763 -1.31431
H -1.38006 1.50688 0.50537

Forces on atoms 1 to 3 (eV/Å):
-0.64 2.28 0.41
2.12 0.40 -0.64
1.30 -0.49 0.53

Atom charges from the natural (NBO) analysis, given in e for atoms 1 to 4:
1. C -0.16
2. C -0.62
3. N -0.14
4. O -0.33


[3]
DFT (wB97M-V/def2-TZVPD) results for C31H57BaN4O2P2 as an isolated structure in a non-equilibrium geometry.

Properties
Relative energy (zero: lowest compared OMol25 entry of this formula, charge and spin) ... 21.5 kcal per mole
Highest occupied orbital energy ... -7.99 eV
Net charge ... +1
Spin multiplicity ... 1
Total energy ... -2292.94716 a.u.
Kohn-Sham gap ... 5.508 eV

CARTESIAN COORDINATES (ANGSTROEM)
C 2.86979 -0.98711 0.79770
C 2.39724 1.28666 0.45270
C 4.23162 -0.73284 0.98252
C 3.75517 1.59507 0.77300
C 4.66771 0.59206 1.02974
H 4.90506 -1.57637 1.10868
H 4.05141 2.63950 0.79886
H 5.70120 0.81864 1.28309
N 1.96062 -0.01795 0.59530
P 0.71262 -2.74574 1.36112
P -0.01408 2.82367 -0.54341
C 2.42996 -2.46663 0.77531
H 2.51187 -2.81962 -0.26204
H 3.13493 -3.07327 1.36042
C 1.59103 2.38022 -0.00940
H 2.13942 3.32287 0.16939
C 0.49976 3.94512 -2.06153
C -0.86898 3.86074 0.89203
C -0.10587 -4.02217 0.17000
C 1.07542 -3.28986 3.14634
C -0.57356 3.68634 -3.12647
H -1.56418 4.03461 -2.80562
H -0.30953 4.21798 -4.05317
H -0.64557 2.61440 -3.34960
C 0.59409 5.44190 -1.75297
H -0.34946 5.87289 -1.39943
H 1.39204 5.66911 -1.03273
H 0.85719 5.96692 -2.68580
C 1.86352 3.47591 -2.57830
H 2.02995 3.90279 -3.57913
H 2.69911 3.78979 -1.94290
H 1.89371 2.38591 -2.65577
C -2.13417 4.51576 0.31536
H -2.84225 3.75746 -0.04979
H -2.63397 5.08433 1.11386
H -1.92814 5.21164 -0.50652
C -1.28750 2.89651 2.01779
H -2.14568 2.26041 1.72773
H -0.44169 2.29322 2.40231
H -1.64295 3.48361 2.87679
C 0.10455 4.89231 1.45859
H 0.39804 5.64804 0.72329
H -0.39303 5.42297 2.28444
H 1.00831 4.42109 1.86364
C -0.26579 -3.56149 3.85566
H -0.05116 -3.97822 4.85147
H -0.85328 -2.64084 3.99185
H -0.88677 -4.28680 3.31277
C 1.79917 -2.12054 3.84490
H 2.72457 -1.83617 3.32765
H 1.16419 -1.22647 3.92890
H 2.06948 -2.43567 4.86462
C 1.96666 -4.53656 3.21115
H 2.15269 -4.76198 4.27317
H 1.49223 -5.41655 2.76388
H 2.94594 -4.39472 2.73895
C 0.63695 -4.10440 -1.17198
H 1.61787 -4.59198 -1.08068
H 0.03640 -4.71682 -1.86446
H 0.77323 -3.11955 -1.63920
C -1.53842 -3.48616 -0.07329
H -1.53324 -2.53744 -0.64208
H -2.09769 -4.21460 -0.67839
H -2.09860 -3.33538 0.86364
C -0.15106 -5.42507 0.78072
H 0.85513 -5.84805 0.90290
H -0.67859 -5.45818 1.74207
H -0.69752 -6.08465 0.08704
Ba -0.89369 0.00261 1.06400
C -1.20111 -0.01862 4.29464
O -1.43315 -0.21352 5.40136
N -0.19292 0.28008 -1.40673
C 0.42212 0.52149 -2.38895
C 0.65983 0.05732 -3.84671
C 1.71584 0.86740 -4.57411
C 1.12349 -1.39346 -3.78077
C -0.67908 0.16332 -4.58092
H 1.40655 1.90754 -4.70107
H 2.66925 0.81967 -4.04047
H 1.86955 0.44689 -5.57567
H 0.33949 -2.03345 -3.35529
H 1.35523 -1.77047 -4.78678
H 2.03315 -1.47726 -3.16655
H -0.58806 -0.21654 -5.60711
H -1.44689 -0.43095 -4.06365
H -1.02288 1.20438 -4.63599
C -5.46688 -0.89799 -0.78970
N -5.62144 -0.73051 0.64652
C -4.61563 -0.47495 1.50098
N -4.97275 -0.34119 2.80862
O -3.40132 -0.36186 1.14560
H -4.41023 -0.82751 -1.06690
H -6.03547 -0.12625 -1.32114
H -5.86135 -1.87424 -1.09357
H -6.54795 -0.79300 1.05169
H -4.24583 -0.18076 3.49227
H -5.93498 -0.46873 3.09971

Forces on atoms 1 to 3 (eV/Å):
0.90 -0.07 0.07
-0.96 0.54 -0.38
-0.79 -0.92 -0.01

Atom charges from the Löwdin analysis, given in e for atoms 1 to 4:
1. C -0.37
2. C -0.36
3. C -0.08
4. C -0.05


[4]
DFT (wB97M-V/def2-TZVPD) results for C38H54AlAsN2PS2Si as an isolated structure.

Properties
Relative energy (zero: lowest compared OMol25 entry of this formula, charge and spin) ... 24.6 kcal per mole
Highest occupied orbital energy ... -9.67 eV
Net charge ... +1
Spin multiplicity ... 1
Total energy ... -5495.24341 a.u.
Kohn-Sham gap ... 6.912 eV

CARTESIAN COORDINATES (ANGSTROEM)
Al -1.94007 0.20150 0.57168
S -4.14891 0.12582 0.51117
C -4.91541 1.52335 1.29941
C -6.30913 1.54795 1.30281
C -6.98536 2.58697 1.91861
C -6.28770 3.61153 2.54700
C -4.90428 3.59412 2.54280
C -4.21806 2.55980 1.91364
As -2.30251 2.46732 1.93184
C -1.98967 2.07172 3.79787
C -1.87054 3.06004 4.76757
C -1.72086 2.70353 6.10049
C -1.70500 1.36553 6.46936
C -1.85019 0.37659 5.50586
C -1.98967 0.73194 4.17311
C -1.73917 4.28358 1.63864
C -2.43442 5.05857 0.71372
C -1.98645 6.33633 0.41468
C -0.84509 6.83527 1.02820
C -0.14852 6.05772 1.94242
C -0.58844 4.77729 2.24561
H -6.85716 0.74736 0.82325
H -8.06757 2.59440 1.91124
H -6.81964 4.41519 3.03801
H -4.35267 4.39012 3.02952
H -1.89025 4.10682 4.49205
H -1.62579 3.47448 6.85411
H -1.58794 1.09229 7.50994
H -1.85811 -0.66702 5.79175
H -2.10511 -0.05435 3.43208
H -3.32859 4.67453 0.23776
H -2.53089 6.94342 -0.29643
H -0.49885 7.83321 0.79250
H 0.74058 6.44595 2.42248
H -0.03832 4.17381 2.95644
C -3.42208 -1.24319 -2.97746
Si -2.66641 -2.47734 -1.80362
C -1.65900 -3.77004 -2.68796
C -3.92671 -3.28775 -0.69823
H -4.16007 -1.72403 -3.62510
H -2.65556 -0.79495 -3.61221
H -3.92880 -0.44616 -2.43050
H -2.32031 -4.49375 -3.17228
H -1.01882 -4.30643 -1.98490
H -1.01608 -3.32381 -3.44772
H -4.61570 -3.88387 -1.30324
H -4.51597 -2.56228 -0.13863
H -3.43992 -3.95705 0.01362
C 1.88323 -0.23965 0.19663
P 0.55420 0.87336 0.73705
C 0.35930 2.03854 -0.67378
C 1.35833 1.88189 2.01839
C 2.14413 2.98429 1.68119
C 2.79991 3.70305 2.66790
C 2.67345 3.33177 4.00071
C 1.90990 2.22490 4.34314
C 1.26100 1.49942 3.35427
H 2.69665 0.36521 -0.20846
H 1.54067 -0.95547 -0.56048
H 2.25738 -0.78436 1.06517
H 1.29633 2.13406 -1.22259
H 0.04371 3.02178 -0.32409
H -0.38647 1.65663 -1.37435
H 2.25044 3.28991 0.64781
H 3.41035 4.55466 2.39644
H 3.17946 3.89956 4.77062
H 1.81995 1.92275 5.37839
H 0.67506 0.63112 3.62896
C 5.14896 -3.12142 -1.56290
C 5.16909 -4.64715 -1.51403
C 3.98888 -5.30630 -0.79673
C 2.63831 -5.17673 -1.49808
N 2.02693 -3.85089 -1.31416
C 1.67499 -2.82055 -2.08990
S -1.15243 -1.43217 -0.59895
N 1.85673 -2.87716 -3.41575
C 2.37480 -3.89014 -4.34135
C 2.36103 -3.35779 -5.76818
C 3.21508 -2.10738 -5.98837
C 4.68139 -2.30600 -5.61900
H 6.05064 -2.74525 -2.04928
H 5.11575 -2.70082 -0.55442
H 4.28967 -2.73324 -2.10867
H 6.08584 -4.96817 -1.01381
H 5.22795 -5.04482 -2.53321
H 3.90263 -4.91344 0.22310
H 4.20311 -6.37345 -0.69617
H 1.94495 -5.91755 -1.09156
H 2.75317 -5.39831 -2.55169
H 1.85152 -3.66039 -0.33970
H 1.56014 -2.03495 -3.87785
H 1.75973 -4.79155 -4.28802
H 3.39666 -4.16256 -4.06723
H 1.32693 -3.16379 -6.06936
H 2.72981 -4.15349 -6.42017
H 2.81320 -1.26160 -5.42218
H 3.13684 -1.82424 -7.04003
H 4.81044 -2.44846 -4.54424
H 5.27804 -1.44033 -5.90730
H 5.09746 -3.17937 -6.12671

Forces on atoms 1 to 3 (eV/Å):
0.30 0.26 0.10
-0.01 -0.10 0.05
0.02 -0.02 0.01

Atom charges from the Löwdin analysis, given in e for atoms 1 to 4:
1. Al -0.27
2. S 0.72
3. C -0.61
4. C -0.11


[5]
DFT (wB97M-V/def2-TZVPD) results for one molecule with the formula C5H6O2S in a non-equilibrium geometry.

Properties
Relative energy (zero: lowest compared OMol25 entry of this formula, charge and spin) ... 13.3 kcal per mole
Highest occupied orbital energy ... -8.91 eV
Net charge ... 0
Structure (SMILES) ... C[C@@H]1SC=COC1=O
Spin multiplicity ... 1
Total energy ... -742.76372 a.u.
Kohn-Sham gap ... 9.596 eV

CARTESIAN COORDINATES (ANGSTROEM)
C 2.15644 -1.01770 0.26907
C 0.73042 -0.47803 0.47274
S -0.59027 -1.48477 -0.37010
C -1.89207 -0.34255 0.09123
C -1.72176 0.94309 0.31417
O -0.59139 1.60482 -0.07082
C 0.62863 0.99311 -0.03813
O 1.54094 1.67178 -0.42414
H 2.35764 -1.09228 -0.75093
H 2.83461 -0.32037 0.80300
H 2.30250 -1.95998 0.74405
H 0.39576 -0.36860 1.47212
H -2.89638 -0.75378 0.23928
H -2.55619 1.45108 0.71922

Forces on atoms 1 to 3 (eV/Å):
-0.87 1.41 2.24
-0.25 0.88 -1.72
-0.01 1.29 0.46

Atom charges from the natural (NBO) analysis, given in e for atoms 1 to 4:
1. C -0.61
2. C -0.41
3. S 0.25
4. C -0.42


[6]
DFT (wB97M-V/def2-TZVPD) results for a 2-piece molecular cluster, C5H13O2 overall in a non-equilibrium geometry.

Properties
Relative energy (zero: lowest compared OMol25 entry of this formula, charge and spin) ... 42.5 kcal per mole
Highest occupied orbital energy ... -3.03 eV
Net charge ... -1
Spin multiplicity ... 1
Total energy ... -348.73210 a.u.
Kohn-Sham gap ... 6.856 eV

CARTESIAN COORDINATES (ANGSTROEM)
C 1.01148 0.50200 0.36863
O 0.22010 0.99272 1.34516
C 0.41786 -1.07638 0.08548
C -0.91689 -1.23853 -0.56161
C -0.86932 -2.68099 -1.10429
C -1.36925 -0.23936 -1.62904
H 0.92323 1.18185 -0.49371
H 1.98380 0.35175 0.76673
H 0.39833 -1.52452 1.10276
H 1.22380 -1.52981 -0.54189
H -1.64188 -1.28903 0.29998
H -0.63514 -3.42742 -0.28714
H -1.62245 -2.88522 -1.81472
H 0.04412 -2.75635 -1.72869
H -0.73232 -0.07775 -2.57689
H -1.36798 0.69870 -1.20243
H -2.35959 -0.54559 -1.71634
H 0.98631 3.85441 1.91492
H 0.83160 2.27690 1.54521
O 1.32051 3.26624 1.37699

Forces on atoms 1 to 3 (eV/Å):
-3.48 -2.51 0.41
-0.43 1.29 1.28
3.02 2.84 0.21

Atom charges from the natural (NBO) analysis, given in e for atoms 1 to 4:
1. C -0.01
2. O -0.94
3. C -0.43
4. C -0.23


[7]
DFT (wB97M-V/def2-TZVPD) results for a 2-piece molecular cluster, C4H5F overall in a non-equilibrium geometry.

Properties
Relative energy (zero: lowest compared OMol25 entry of this formula, charge and spin) ... 108.2 kcal per mole
Highest occupied orbital energy ... -9.31 eV
Net charge ... 0
Spin multiplicity ... 1
Total energy ... -255.05952 a.u.
Kohn-Sham gap ... 9.490 eV

CARTESIAN COORDINATES (ANGSTROEM)
C -2.54387 -0.01058 -0.52615
C -2.05866 -0.68734 0.32782
C 1.15917 -0.62523 -1.42735
C 1.39126 -0.75344 0.08560
F 0.57212 -1.71958 0.48759
H -3.11776 0.34682 -1.29566
H 0.80516 -1.59358 -1.83111
H 2.14818 -0.11321 -1.78410
H 0.32427 0.21276 -1.43796
H -1.37468 -0.91147 1.13696

Forces on atoms 1 to 3 (eV/Å):
-0.07 -0.85 0.37
1.42 0.47 1.41
0.74 2.00 1.62

Atom charges from the natural (NBO) analysis, given in e for atoms 1 to 4:
1. C -0.24
2. C -0.23
3. C -0.83
4. C 0.42


[8]
DFT (wB97M-V/def2-TZVPD) results for C13H12O13V3 as an isolated structure in a non-equilibrium geometry.

Properties
Relative energy (zero: lowest compared OMol25 entry of this formula, charge and spin) ... 69.6 kcal per mole
Highest occupied orbital energy ... -10.41 eV
Net charge ... +1
Spin multiplicity ... 1
Total energy ... -4312.27891 a.u.
Kohn-Sham gap ... 2.633 eV

CARTESIAN COORDINATES (ANGSTROEM)
O -3.25918 1.06372 -0.63046
V -1.78075 0.91789 -1.08162
O -1.45693 2.15037 -2.02553
O 3.57656 1.73796 0.58183
V 2.01941 1.94387 0.36611
O 1.80856 3.37986 -0.33960
O 2.03301 -1.93282 -1.11810
V 0.64077 -1.80134 -0.40810
O 0.41567 -3.08987 0.55290
C -0.17126 0.37707 1.22951
O -1.00869 -0.50797 0.76525
O 1.06904 0.02911 1.14003
O -0.26203 1.36082 0.39378
C -5.31683 -2.83113 3.69756
C -4.60694 -3.02117 2.51194
C -3.49720 -2.23256 2.31280
C -3.02467 -1.35984 3.31493
C -3.70714 -1.21341 4.48946
C -4.88964 -1.94065 4.65643
O -5.58231 -1.84764 5.83809
O -2.95931 -2.22437 1.05309
H -6.19653 -3.41939 3.92564
H -4.91889 -3.72544 1.75555
H -2.17421 -0.72409 3.09801
H -3.44996 -0.56789 5.31968
H -4.98026 -1.89924 6.58660
H -2.20859 -1.60450 0.97226
C 5.15695 0.96082 -3.29991
C 4.09215 0.67057 -2.45214
C 2.90018 1.33698 -2.59486
C 2.69280 2.28755 -3.57887
C 3.72937 2.64218 -4.41116
C 4.94948 1.96928 -4.23285
O 5.99956 2.24008 -5.05873
O 1.82093 1.02375 -1.74777
H 6.08198 0.41116 -3.23297
H 4.10729 -0.15296 -1.74938
H 1.69313 2.67291 -3.74643
H 3.72346 3.43323 -5.14670
H 5.82675 3.01489 -5.60392
H 1.11426 0.47221 -2.10236

Forces on atoms 1 to 3 (eV/Å):
0.54 0.01 -0.32
0.13 2.19 1.78
-0.21 -1.62 0.53

Atom charges from the Löwdin analysis, given in e for atoms 1 to 4:
1. O -0.19
2. V 1.05
3. O -0.25
4. O -0.24